This record from the OMol25 dataset describes an isolated molecule of C7H11ClO in a non-equilibrium geometry. The level of theory is ωB97M-V/def2-TZVPD.

```
20
Properties=species:S:1:pos:R:3:lowdin_charge:R:1
C -0.94 -0.86 1.01 -0.03
C -2.13 -1.15 0.36 -0.11
C 0.36 -0.64 0.27 -0.42
C -2.41 -1.51 -0.96 -0.22
C 0.30 -0.99 -1.14 -0.52
C 2.27 1.26 0.06 -0.10
C 0.79 0.88 0.27 -0.22
O -3.53 -1.25 -1.63 0.03
Cl 0.86 -2.58 -1.44 0.64
H -0.70 -0.66 2.08 0.12
H -3.05 -1.07 0.81 0.09
H 1.04 -1.24 0.75 0.09
H -1.78 -2.39 -1.20 0.09
H 0.54 -0.46 -1.97 0.02
H 2.91 0.44 0.59 0.10
H 2.59 2.31 0.39 0.09
H 2.57 1.09 -0.97 0.06
H 0.22 1.41 -0.45 0.10
H 0.46 1.29 1.11 0.05
H -3.85 -0.32 -1.53 0.14
```

Summary:
Kohn-Sham gap (spin up / spin down) (eV): 8.13 / 7.27
HOMO level (spin up / spin down) (eV): -7.819 / -6.981
Energy relative to the best compared isomer or geometry (same formula, charge and spin) (eV): 3.447